Molecular formula: C4H7NO2
Method: DFT, ωB97M-V/def2-TZVPD

## Properties
Energy above the lowest of the compared OMol25 structures with the same formula, charge and spin: 237.8 kJ/mol
Calculated total energy: -9844.81472 eV
E_LUMO: 0.8 eV
Orbital gap: 10.27 eV
E_HOMO: -9.494 eV

Each line ends with the Löwdin charge.
Atoms and positions in Å:
C 0.081 1.581 0.556  -0.065
O 1.389 1.032 0.644  -0.078
C 1.698 -0.189 0.154  -0.241
N 1.076 -1.097 -0.465  0.065
C -0.294 -1.077 -0.921  -0.205
C -1.391 -0.946 0.119  -0.288
O -1.301 -1.303 1.266  0.055
H -0.647 0.944 1.057  0.069
H -0.205 1.759 -0.486  0.098
H 0.118 2.533 1.086  0.098
H 2.755 -0.354 0.369  0.131
H -0.457 -0.338 -1.717  0.114
H -0.492 -2.055 -1.389  0.121
H -2.332 -0.490 -0.271  0.127

Molecular formula: C4H7NO2
Method: DFT, ωB97M-V/def2-TZVPD

## Properties
Energy above the lowest of the compared OMol25 structures with the same formula, charge and spin: 138.3 kJ/mol
Calculated total energy: -9845.84621 eV
E_LUMO: 0.7 eV
Orbital gap: 11.27 eV
E_HOMO: -10.551 eV

Each line ends with the Löwdin charge.
Atoms and positions in Å:
C 1.104 -0.160 1.254  -0.040
C 0.602 -0.438 -0.145  -0.335
C -0.920 -0.769 -0.241  -0.133
N -1.436 0.302 -1.118  0.069
C -0.586 1.388 -0.742  -0.516
O -0.844 2.518 -0.474  0.177
O 0.706 0.835 -0.831  -0.013
H 0.526 0.676 1.666  0.094
H 2.151 0.150 1.211  0.088
H 1.000 -1.026 1.911  0.087
H 1.203 -1.206 -0.649  0.146
H -1.403 -0.733 0.742  0.123
H -1.145 -1.734 -0.699  0.120
H -0.847 0.124 -1.945  0.132

Molecular formula: C5H4N2OS
Method: DFT, ωB97M-V/def2-TZVPD

## Properties
Energy above the lowest of the compared OMol25 structures with the same formula, charge and spin: 437.6 kJ/mol
Calculated total energy: -21106.95105 eV
E_LUMO (spin up / spin down): -2.0 / -2.0 eV
Orbital gap (spin up / spin down): 6.32 / 6.32 eV
E_HOMO (spin up / spin down): -8.335 / -8.335 eV

Each line ends with the Löwdin charge.
Atoms and positions in Å:
C 1.792 0.719 -0.233  -0.098
C 1.257 -0.546 0.009  -0.050
C 0.742 1.615 -0.198  -0.140
C -0.109 -0.402 0.081  -0.310
C -1.133 -1.409 0.261  -0.245
N -0.424 0.894 -0.125  -0.483
N -2.465 -0.950 0.432  0.092
O -2.149 -1.485 -0.741  0.024
S -1.997 1.533 0.122  0.738
H 2.879 0.888 -0.318  0.109
H 1.982 -1.303 0.102  0.095
H 0.591 2.726 -0.223  0.124
H -0.966 -2.281 0.831  0.143

Molecular formula: C4H6N2O
Method: DFT, ωB97M-V/def2-TZVPD

## Properties
Energy above the lowest of the compared OMol25 structures with the same formula, charge and spin: 328.2 kJ/mol
Calculated total energy: -9270.10054 eV
E_LUMO: 0.7 eV
Orbital gap: 9.17 eV
E_HOMO: -8.467 eV

Each line ends with the Löwdin charge.
Atoms and positions in Å:
C -2.478 0.237 -0.151  -0.040
C -0.641 -0.257 -0.343  -0.226
N -1.536 -0.735 -1.003  0.135
O 1.445 -1.312 -1.036  0.025
C 1.556 -0.464 -0.151  -0.596
N 2.758 -0.158 0.422  0.144
C 0.389 0.237 0.352  -0.019
H -3.389 -0.070 -0.633  0.083
H -2.518 0.012 0.923  0.094
H -2.300 1.308 -0.312  0.094
H 2.855 0.730 0.886  0.094
H 3.553 -0.497 -0.097  0.104
H 0.307 0.969 1.143  0.107